Here is C16H23N3O3 in the gas phase at a distorted geometry from the Open Molecules 2025 dataset. Energies are from the ωB97M-V functional and the def2-TZVPD basis.

```
45
Properties=species:S:1:pos:R:3:forces:R:3:nbo_charge:R:1
C -2.309 -2.732 0.563 6.42 -7.46 -9.10 -0.65
C -2.811 -1.728 1.164 -6.11 10.86 10.97 -0.20
N -2.765 -0.370 0.680 0.18 3.31 -0.68 -0.49
C -2.851 0.745 1.685 3.49 3.41 -6.75 -0.18
C -3.463 1.994 0.590 0.04 0.80 7.42 -0.42
C -4.504 1.376 -0.098 -1.62 -6.54 -4.49 -0.44
C -3.603 0.023 -0.450 -1.68 -3.11 -1.74 0.01
C -2.826 0.185 -1.920 4.14 4.97 9.99 -0.24
N -1.582 -0.429 -1.623 3.33 -1.31 -1.60 -0.55
C -0.408 0.106 -1.243 -4.11 10.14 -1.35 0.59
O -0.385 1.423 -1.071 0.44 -4.13 -0.41 -0.70
C 0.845 -0.555 -1.074 -12.31 -13.32 -1.68 0.56
O 0.602 -1.828 -0.978 1.70 1.57 -0.51 -0.69
N 1.777 0.043 -0.748 11.99 10.02 3.90 -0.50
C 2.983 -0.285 -0.150 1.08 -3.53 -1.95 0.04
C 3.450 -1.604 -0.174 1.55 -0.59 2.69 -0.16
C 4.683 -2.027 0.300 0.74 0.24 -3.99 -0.22
C 5.680 -0.932 0.165 5.12 -14.45 4.78 -0.15
C 5.426 0.264 0.324 -3.87 6.81 -0.85 -0.31
C 4.068 0.431 -0.023 0.47 10.30 1.17 0.36
O 3.650 2.068 -0.157 -6.05 -10.81 -1.99 -0.55
C 4.438 2.915 0.243 3.49 5.74 -10.80 -0.14
H -1.167 -2.610 0.188 -2.27 -0.15 1.31 0.24
H -2.806 -2.759 -0.445 0.14 -0.88 0.45 0.19
H -2.387 -3.678 1.036 -0.24 -0.79 0.42 0.24
H -3.928 -1.872 1.672 1.83 -0.30 -1.56 0.13
H -2.318 -1.428 2.140 0.05 -1.41 -0.38 0.20
H -1.887 1.217 2.064 -0.75 -1.17 -0.58 0.20
H -3.448 0.606 2.451 -3.38 -0.96 3.68 0.16
H -3.963 2.748 1.252 1.13 0.05 -0.18 0.20
H -2.674 2.413 0.056 1.30 0.48 -1.03 0.24
H -4.917 1.809 -1.092 0.71 -0.53 1.76 0.22
H -5.276 0.708 0.389 0.20 2.14 0.39 0.23
H -4.181 -1.019 -0.478 -0.04 2.26 -1.01 0.17
H -2.669 1.318 -1.893 0.20 -1.59 -0.66 0.22
H -3.480 -0.048 -2.563 -3.89 -2.76 -5.56 0.20
H -1.439 -1.386 -1.440 -0.86 -1.82 -0.46 0.43
H 1.703 1.063 -0.822 -0.52 0.12 -0.02 0.47
H 2.757 -2.265 -0.416 -3.00 -3.22 -0.95 0.24
H 4.980 -3.187 0.187 -0.65 3.09 0.52 0.24
H 6.667 -1.504 0.663 -1.59 2.30 -1.97 0.20
H 6.121 1.026 0.576 0.13 0.75 -0.14 0.26
H 3.986 3.831 0.053 -0.82 2.30 0.27 0.19
H 5.374 3.041 -0.613 -1.22 -0.14 1.93 0.04
H 4.857 2.893 1.034 5.10 -0.70 10.74 0.13
```
Forces are in eV/Å.

Properties
**SMILES string**: CCN1CCC[C@H]1CNC(=O)C(=O)Nc1ccccc1OC
**E_tot**: -27563.192 eV
**LUMO level**: 0.0028 Eh
**Total charge**: 0
**HOMO-LUMO gap**: 0.29971 hartree

=====

Here is a 2-piece molecular cluster, C4H9N2 overall at a distorted geometry from the Open Molecules 2025 dataset. Energies are from the ωB97M-V functional and the def2-TZVPD basis.

```
15
Properties=species:S:1:pos:R:3:forces:R:3:nbo_charge:R:1
C 1.541 -0.656 0.809 -0.08 0.70 -0.19 0.04
C 2.294 0.312 0.405 -3.88 -4.57 -0.47 0.02
C -0.609 -0.045 -1.222 2.42 -2.68 0.26 -0.04
C -1.282 0.739 -0.169 1.39 0.69 1.05 -0.33
N 1.350 -0.340 -0.601 -2.26 0.86 -0.35 -0.49
N -1.262 -0.098 1.005 -0.96 0.20 2.87 -0.87
H 0.939 -1.239 1.501 0.66 0.10 -0.14 0.29
H 2.904 1.080 0.525 2.56 3.30 0.09 0.25
H -0.655 -1.264 -1.163 -0.40 3.36 -0.44 0.24
H -0.509 0.424 -2.209 0.20 -0.44 0.31 0.24
H -2.283 1.090 -0.449 0.18 0.05 -0.48 0.25
H -0.615 1.685 0.068 -1.35 -1.59 -0.61 0.24
H -1.721 -1.007 0.964 -0.04 0.20 -0.83 0.38
H 1.664 -1.008 -1.298 0.65 -0.02 0.15 0.39
H -1.754 0.329 1.833 0.91 -0.18 -1.21 0.39
```
Forces are in eV/Å.

Properties
**E_tot**: -7261.966 eV
**LUMO level**: -0.1631 Eh
**Total charge**: +1
**HOMO-LUMO gap**: 0.34086 hartree

=====

Question: The lowest E_tot belongs to which entry?
Answer: C16H23N3O3

=====

Question: Which of these has the lowest HOMO-LUMO gap?
Answer: C16H23N3O3

=====

What did the second record say?
Here is a 2-piece molecular cluster, C4H9N2 overall at a distorted geometry from the Open Molecules 2025 dataset. Energies are from the ωB97M-V functional and the def2-TZVPD basis.

```
15
Properties=species:S:1:pos:R:3:forces:R:3:nbo_charge:R:1
C 1.541 -0.656 0.809 -0.08 0.70 -0.19 0.04
C 2.294 0.312 0.405 -3.88 -4.57 -0.47 0.02
C -0.609 -0.045 -1.222 2.42 -2.68 0.26 -0.04
C -1.282 0.739 -0.169 1.39 0.69 1.05 -0.33
N 1.350 -0.340 -0.601 -2.26 0.86 -0.35 -0.49
N -1.262 -0.098 1.005 -0.96 0.20 2.87 -0.87
H 0.939 -1.239 1.501 0.66 0.10 -0.14 0.29
H 2.904 1.080 0.525 2.56 3.30 0.09 0.25
H -0.655 -1.264 -1.163 -0.40 3.36 -0.44 0.24
H -0.509 0.424 -2.209 0.20 -0.44 0.31 0.24
H -2.283 1.090 -0.449 0.18 0.05 -0.48 0.25
H -0.615 1.685 0.068 -1.35 -1.59 -0.61 0.24
H -1.721 -1.007 0.964 -0.04 0.20 -0.83 0.38
H 1.664 -1.008 -1.298 0.65 -0.02 0.15 0.39
H -1.754 0.329 1.833 0.91 -0.18 -1.21 0.39
```
Forces are in eV/Å.

Properties
**E_tot**: -7261.966 eV
**LUMO level**: -0.1631 Eh
**Total charge**: +1
**HOMO-LUMO gap**: 0.34086 hartree

=====

Question: What is the HOMO-LUMO gap in the first record?
Answer: 0.29971 hartree